Below is a molecular structure, C43H76BrN7O2PbSi2, with properties calculated with wB97M-V/def2-TZVPD.

Geometry (Å):
Pb 0.07 0.82 0.04
N 1.58 -0.43 1.99
C 0.93 -1.11 3.12
C -0.11 -2.13 2.68
N -1.29 -1.64 1.98
C -1.90 -2.78 1.27
C -1.19 -3.12 -0.06
N -1.69 -2.45 -1.25
C -2.26 -0.98 2.85
C -2.02 0.51 3.13
N -1.90 1.28 1.89
H 2.03 -1.11 1.39
H 2.29 0.20 2.34
H 0.49 -0.34 3.75
H 1.66 -1.65 3.74
H -0.40 -2.71 3.58
H 0.40 -2.82 2.00
H -2.93 -2.53 1.04
H -1.91 -3.67 1.92
H -1.29 -4.20 -0.23
H -0.13 -2.88 0.02
H -2.68 -2.64 -1.38
H -1.61 -1.44 -1.16
H -2.35 -1.50 3.82
H -3.24 -1.04 2.37
H -1.12 0.66 3.72
H -2.86 0.86 3.73
H -1.87 2.27 2.10
H -2.70 1.10 1.29
O -3.84 4.41 -5.25
C -2.60 4.34 -5.24
O -1.71 4.76 -5.99
C -2.05 3.50 -4.02
C -0.77 2.99 -4.03
C -0.37 2.10 -3.04
N -1.16 1.80 -1.99
C -2.42 2.27 -2.00
C -2.90 3.10 -3.01
C -3.43 1.82 -1.01
C -4.27 2.75 -0.40
C -5.32 2.30 0.38
C -5.53 0.93 0.50
C -4.65 0.09 -0.16
N -3.61 0.51 -0.88
C 0.94 1.41 -3.14
C 1.64 1.43 -4.34
C 2.87 0.80 -4.43
C 3.36 0.14 -3.32
C 2.60 0.14 -2.17
N 1.43 0.77 -2.07
H -0.11 3.32 -4.82
H -3.93 3.42 -3.04
H -4.10 3.81 -0.54
H -5.98 3.00 0.88
H -6.35 0.53 1.07
H -4.80 -0.99 -0.13
H 1.22 1.91 -5.21
H 3.42 0.81 -5.36
H 4.32 -0.37 -3.34
H 2.93 -0.38 -1.28
C 2.70 -5.93 -2.47
C 2.84 -6.28 -0.98
C 1.42 -6.26 -0.39
C 3.40 -7.71 -0.86
Si 4.01 -5.02 -0.10
Br 2.80 -3.10 -0.11
C 4.30 -5.33 1.79
C 3.07 -5.99 2.43
C 4.54 -4.03 2.57
C 5.51 -6.25 2.00
C 5.60 -4.50 -1.07
C 6.47 -5.74 -1.35
C 6.42 -3.49 -0.25
C 5.28 -3.82 -2.40
H 1.96 -6.60 -2.92
H 3.64 -6.07 -3.01
H 2.36 -4.91 -2.61
H 0.76 -6.84 -1.04
H 1.01 -5.25 -0.33
H 1.38 -6.72 0.60
H 2.72 -8.41 -1.33
H 3.51 -8.01 0.19
H 4.37 -7.81 -1.34
H 2.17 -5.40 2.27
H 3.23 -6.08 3.51
H 2.91 -7.00 2.04
H 3.66 -3.39 2.56
H 5.38 -3.45 2.18
H 4.76 -4.27 3.61
H 5.45 -7.16 1.41
H 5.57 -6.55 3.06
H 6.45 -5.74 1.76
H 6.78 -6.24 -0.44
H 7.38 -5.44 -1.89
H 5.95 -6.46 -1.98
H 6.78 -3.91 0.69
H 5.84 -2.59 -0.04
H 7.30 -3.19 -0.83
H 4.82 -4.50 -3.12
H 6.21 -3.45 -2.85
H 4.61 -2.96 -2.27
C 1.77 4.06 -1.36
Si 1.39 3.26 0.34
C 3.18 3.15 1.11
C 4.04 4.38 0.81
C 3.89 1.94 0.48
C 3.15 2.95 2.63
C 0.25 4.59 1.21
C -0.06 4.20 2.67
C 0.83 6.00 1.22
C -1.05 4.61 0.41
H 2.14 5.08 -1.26
H 0.87 4.10 -1.98
H 2.52 3.48 -1.90
H 4.24 4.47 -0.26
H 5.01 4.31 1.32
H 3.56 5.31 1.14
H 3.95 2.05 -0.60
H 3.37 1.01 0.71
H 4.92 1.86 0.86
H 2.78 3.85 3.13
H 4.15 2.75 3.02
H 2.49 2.12 2.92
H 0.79 4.43 3.32
H -0.26 3.13 2.77
H -0.92 4.76 3.04
H 1.74 6.06 1.83
H 0.11 6.71 1.65
H 1.08 6.35 0.22
H -1.51 3.62 0.34
H -0.87 4.95 -0.61
H -1.78 5.30 0.86

Computed properties:
DFT total energy (hartree): -5563.80835
LUMO energy (eV): -0.2
HOMO energy (eV): -7.19
Net charge: 0
HOMO-LUMO gap (Eh): 0.2579

Mulliken population analysis, charges in e, atoms 1 to 4: 1.00 0.26 -1.18 -0.57

=====

Below is a molecular structure, C43H84ClGeN6O3RuS2Si7Te, with properties calculated with wB97M-V/def2-TZVPD.

Geometry (Å):
Ru 2.06 0.89 -0.64
N 5.70 -4.08 -6.05
C 4.75 -3.42 -5.34
C 4.94 -2.08 -4.98
C 3.98 -1.42 -4.24
C 2.82 -2.09 -3.84
C 2.63 -3.43 -4.17
C 3.58 -4.08 -4.92
S 1.66 -1.20 -2.90
O 1.92 0.24 -3.10
O 0.31 -1.57 -3.24
N 1.83 -1.47 -1.32
C 3.04 -1.65 -0.75
S 4.19 -2.90 -1.18
C 5.15 -2.41 0.18
C 4.57 -1.39 0.83
N 3.38 -0.95 0.30
H 6.47 -3.57 -6.44
H 5.53 -5.01 -6.38
H 5.84 -1.56 -5.28
H 4.12 -0.39 -3.96
H 1.73 -3.94 -3.85
H 3.43 -5.12 -5.19
H 6.08 -2.90 0.41
H 4.96 -0.89 1.71
C -2.04 -0.97 4.45
C -1.09 -0.27 5.43
C -1.80 -0.15 6.79
C -0.87 1.17 4.93
C 0.29 -1.02 5.59
O 1.27 -0.09 6.02
C 0.31 -2.16 6.63
C -0.57 -3.41 6.45
C -0.10 -4.35 5.37
C 1.11 -5.03 5.50
C 1.54 -5.93 4.54
C 0.75 -6.17 3.43
Cl 1.28 -7.29 2.22
C -0.47 -5.53 3.29
C -0.89 -4.63 4.26
C 0.86 -1.60 4.26
N 1.34 -0.61 3.31
C 0.79 -0.25 2.16
N 1.47 0.76 1.63
C 2.48 0.95 2.53
N 2.43 0.14 3.55
H -3.02 -0.50 4.52
H -2.16 -2.03 4.69
H -1.70 -0.88 3.42
H -2.68 0.49 6.67
H -1.16 0.32 7.54
H -2.14 -1.11 7.17
H -1.83 1.66 4.83
H -0.36 1.20 3.97
H -0.27 1.73 5.64
H 1.12 0.12 6.95
H 0.06 -1.72 7.60
H 1.35 -2.47 6.70
H -1.61 -3.14 6.30
H -0.52 -3.94 7.40
H 1.72 -4.86 6.38
H 2.48 -6.45 4.66
H -1.10 -5.75 2.43
H -1.86 -4.16 4.15
H 0.12 -2.23 3.76
H 1.72 -2.22 4.54
H -0.09 -0.69 1.72
H 3.23 1.71 2.42
C -3.12 1.72 -5.08
Si -3.34 -0.01 -4.36
C -5.16 -0.49 -4.31
C -2.28 -1.29 -5.26
Si -2.76 0.11 -1.88
Te -0.34 0.50 -1.37
Si -4.41 1.38 -0.52
C -4.17 0.82 1.27
C -6.18 1.01 -1.05
C -4.00 3.21 -0.84
Si -3.00 -2.35 -1.10
C -2.33 -3.47 -2.46
C -4.86 -2.56 -0.82
C -2.09 -2.52 0.55
H -3.44 1.75 -6.13
H -2.07 2.03 -5.05
H -3.70 2.45 -4.54
H -5.54 -0.67 -5.32
H -5.77 0.30 -3.87
H -5.33 -1.40 -3.74
H -2.17 -1.05 -6.31
H -2.72 -2.29 -5.19
H -1.29 -1.34 -4.81
H -4.67 -0.14 1.44
H -4.59 1.54 1.98
H -3.12 0.70 1.52
H -6.35 -0.05 -1.22
H -6.45 1.53 -1.97
H -6.88 1.33 -0.28
H -2.93 3.37 -0.91
H -4.40 3.86 -0.07
H -4.45 3.52 -1.79
H -3.06 -3.60 -3.26
H -2.09 -4.46 -2.08
H -1.42 -3.04 -2.88
H -5.44 -2.13 -1.64
H -5.19 -2.09 0.10
H -5.12 -3.62 -0.76
H -1.02 -2.71 0.39
H -2.48 -3.35 1.14
H -2.19 -1.61 1.14
C 3.78 4.48 -0.56
Si 3.67 2.66 -1.13
C 5.04 1.72 -0.20
C 4.15 2.61 -2.97
Ge 0.82 2.88 -1.15
Si -0.01 4.05 0.88
C -1.38 2.99 1.65
C -0.68 5.70 0.24
C 1.31 4.33 2.20
Si 0.41 3.93 -3.36
C 0.86 2.78 -4.79
C 1.42 5.53 -3.42
C -1.45 4.28 -3.41
H 4.44 5.01 -1.24
H 4.21 4.54 0.43
H 2.82 5.00 -0.55
H 5.96 2.31 -0.26
H 5.25 0.75 -0.67
H 4.83 1.56 0.85
H 5.24 2.61 -3.05
H 3.76 3.46 -3.52
H 3.78 1.71 -3.46
H -2.38 3.34 1.37
H -1.31 3.03 2.73
H -1.29 1.95 1.33
H -1.40 5.58 -0.56
H 0.14 6.33 -0.12
H -1.16 6.23 1.06
H 1.47 3.43 2.79
H 0.96 5.11 2.88
H 2.27 4.65 1.80
H 1.94 2.80 -4.99
H 0.35 3.08 -5.70
H 0.60 1.74 -4.58
H 2.48 5.36 -3.26
H 1.07 6.24 -2.68
H 1.31 5.98 -4.41
H -2.03 3.44 -3.03
H -1.77 4.48 -4.44
H -1.69 5.16 -2.82

Computed properties:
DFT total energy (hartree): -7965.61033
LUMO energy (alpha / beta) (eV): -6.9 / -7.2
HOMO energy (alpha / beta) (eV): -12.35 / -12.35
Expectation value of S²: 0.7617
Relative energy (zero: lowest compared OMol25 entry of this formula, charge and spin) (kcal per mole): 37.53
Net charge: +2
HOMO-LUMO gap (alpha / beta) (Eh): 0.2004 / 0.1898
2S+1: 2

Mulliken population analysis, charges in e, atoms 1 to 4: -0.65 -0.45 1.05 -0.88